Here is a cluster of 10 separate species, C70H158N10O10 in total in a non-equilibrium geometry from the OMol25 dataset. Energies are from wB97M-V/def2-TZVPD.

Total energy: -110516.8226 eV
E_LUMO: 0.47 eV
Net charge: 0
SMILES: CC1(C)CCCC(C)(C)N1O.CC1(C)CCCC(C)(C)N1O.CC1(C)CCCC(C)(C)N1O.CC1(C)CCCC(C)(C)N1O.CC1(C)CCCC(C)(C)N1O.CC1(C)CCCC(C)(C)N1O.COC[C@H](C)N.COC[C@H](C)N.COC[C@H](C)N.COC[C@H](C)N
E_HOMO: -8.321 eV
Multiplicity: 1
ΔE to the lowest compared entry with this formula, charge and spin: 360.77 kJ/mol

Last columns: bonded neighbours and bond lengths (Å).
Element x y z (Å)
1 O -0.238 -1.458 0.956  C22 1.412, C23 1.422
2 O -0.364 -2.734 -6.423  N17 1.465, H175 0.946
3 O 0.965 -0.432 6.315  N18 1.419, H125 0.951
4 O 6.117 2.201 -2.468  N12 1.468, H246 0.978
5 O -4.043 -2.171 4.019  C71 1.397, C82 1.375
6 O 6.515 -0.453 -3.108  C35 1.419, C48 1.396
7 O -4.320 -6.690 -1.914  N15 1.481, H122 0.944
8 O -4.827 2.722 6.615  C40 1.437, C47 1.399
9 O -6.303 2.440 -3.158  N14 1.439, H93 0.952
10 O 1.006 3.755 -0.189  N19 1.405, H227 0.987
11 N -1.303 -2.899 3.581  C37 1.475, H133 1.033, H190 0.992
12 N 5.864 2.053 -1.029  O4 1.468, C54 1.515, C79 1.509
13 N -0.330 1.535 0.651  C29 1.535, H166 1.069, H189 1.011
14 N -6.803 1.094 -3.062  O9 1.439, C31 1.452, C55 1.482
15 N -3.036 -6.269 -2.520  O7 1.481, C25 1.426, C84 1.494
16 N -2.360 2.221 7.600  C49 1.431, H99 1.017, H146 1.006
17 N 0.493 -1.549 -6.522  O2 1.465, C44 1.448, C64 1.512
18 N 2.003 -0.430 5.349  O3 1.419, C24 1.480, C72 1.481
19 N -0.114 4.505 0.211  O10 1.405, C38 1.452, C62 1.473
20 N 6.424 -3.470 -1.048  C81 1.455, H140 1.032, H142 1.023
21 C 0.181 6.004 -1.853  C38 1.516, H131 1.100, H137 1.068, H179 1.083
22 C 0.537 -0.563 1.725  O1 1.412, C29 1.532, H147 1.113, H191 1.102
23 C 0.480 -2.625 0.574  O1 1.422, H109 1.081, H138 1.057, H248 1.122
24 C 2.784 -1.678 5.499  N18 1.480, C26 1.569, C42 1.504, C90 1.584
25 C -2.039 -7.219 -2.150  N15 1.426, C61 1.543, C74 1.537, C77 1.570
26 C 3.909 -1.587 4.409  C24 1.569, C67 1.554, H208 1.064, H214 1.115
27 C 2.520 -3.037 -6.001  C64 1.525, H103 1.112, H197 1.089, H230 1.094
28 C 8.334 2.087 -0.358  C79 1.559, H107 1.088, H114 1.135, H185 1.138
29 C -0.123 0.796 1.980  N13 1.535, C22 1.532, C89 1.561, H169 1.096
30 C -8.066 1.631 -1.040  C31 1.533, H128 1.137, H173 1.066, H187 1.084
31 C -8.124 1.055 -2.461  N14 1.452, C30 1.533, C41 1.516, C53 1.563
32 C 4.127 3.763 -1.793  C54 1.560, H102 1.081, H171 1.074, H196 1.090
33 C -5.032 0.800 -1.278  C55 1.518, H198 1.078, H222 1.153, H239 1.073
34 C 0.643 -1.451 -4.024  C44 1.511, H168 1.081, H193 1.128, H235 1.073
35 C 6.551 -1.255 -1.937  O6 1.419, C81 1.548, H151 1.093, H202 1.115
36 C -7.536 -1.258 -1.696  C53 1.508, C58 1.515, H105 1.112, H106 1.099
37 C -2.377 -3.812 3.148  N11 1.475, C50 1.470, C71 1.511, H209 1.089
38 C -0.689 5.141 -0.961  N19 1.452, C21 1.516, C57 1.596, C69 1.574
39 C -1.677 6.895 0.742  C57 1.543, C76 1.527, H112 1.079, H157 1.036
40 C -3.747 3.577 6.207  O8 1.437, C49 1.530, H145 1.104, H194 1.067
41 C -9.097 1.842 -3.317  C31 1.516, H159 1.094, H183 1.094, H233 1.050
42 C 3.335 -1.983 6.865  C24 1.504, H130 1.081, H207 1.123, H219 1.092
43 C 6.552 2.905 1.189  C65 1.547, C79 1.538, H172 1.052, H192 1.120
44 C 0.304 -0.758 -5.324  N17 1.448, C34 1.511, C51 1.589, C85 1.567
45 C 1.571 1.996 5.332  C72 1.547, H127 1.063, H141 1.077, H204 1.086
46 C 3.532 1.411 -1.310  C54 1.536, H91 1.073, H232 1.106, H245 1.101
47 C -5.903 3.342 7.260  O8 1.399, H111 1.107, H113 1.118, H177 1.076
48 C 7.635 -0.664 -3.914  O6 1.396, H121 1.126, H163 1.110, H229 1.083
49 C -2.645 3.584 7.268  N16 1.431, C40 1.530, C68 1.533, H156 1.096
50 C -1.923 -5.173 3.463  C37 1.470, H95 1.107, H154 1.112, H211 1.060
51 C 1.189 0.526 -5.631  C44 1.589, C73 1.521, H160 1.094, H162 1.099
52 C 0.697 4.374 2.402  C62 1.522, H123 1.093, H170 1.153, H210 1.075
53 C -8.562 -0.445 -2.443  C31 1.563, C36 1.508, H115 1.123, H124 1.133
54 C 4.446 2.558 -0.857  N12 1.515, C32 1.560, C46 1.536, C87 1.529
55 C -5.705 0.255 -2.524  N14 1.482, C33 1.518, C58 1.504, C80 1.531
56 C 2.793 -0.699 -7.062  C64 1.593, C73 1.580, H92 1.048, H134 1.112
57 C -1.968 5.931 -0.427  C38 1.596, C39 1.543, H155 1.081, H244 1.106
58 C -6.201 -1.160 -2.407  C36 1.515, C55 1.504, H206 1.156, H240 1.114
59 C 4.295 -2.290 -1.577  C81 1.506, H96 1.104, H174 1.111, H186 1.088
60 C 7.205 4.206 -0.864  C79 1.539, H104 1.121, H152 1.093, H237 1.087
61 C -2.449 -8.605 -2.690  C25 1.543, H135 1.085, H180 1.057, H221 1.101
62 C 0.270 5.374 1.338  N19 1.473, C52 1.522, C75 1.590, C76 1.495
63 C 3.413 1.127 6.816  C72 1.609, H132 1.122, H200 1.126, H228 1.090
64 C 1.882 -1.998 -6.917  N17 1.512, C27 1.525, C56 1.593, C66 1.573
65 C 5.185 3.605 1.373  C43 1.547, C87 1.521, H119 1.075, H195 1.096
66 C 1.623 -2.656 -8.322  C64 1.573, H94 1.132, H164 1.055, H205 1.089
67 C 4.625 -0.209 4.349  C26 1.554, C86 1.540, H218 1.114, H236 1.068
68 C -1.388 4.303 6.766  C49 1.533, H129 1.090, H143 1.087, H176 1.101
69 C -1.214 4.015 -1.929  C38 1.574, H139 1.085, H153 1.045, H234 1.108
70 C -1.578 -4.514 -3.234  C78 1.505, C84 1.550, H126 1.095, H225 1.125
71 C -3.664 -3.509 3.879  O5 1.397, C37 1.511, H108 1.088, H188 1.126
72 C 2.657 0.897 5.414  N18 1.481, C45 1.547, C63 1.609, C86 1.543
73 C 2.665 0.184 -5.758  C51 1.521, C56 1.580, H117 1.090, H165 1.072
74 C -0.750 -6.840 -2.896  C25 1.537, C78 1.561, H182 1.099, H241 1.099
75 C 1.496 6.376 1.198  C62 1.590, H100 1.106, H212 1.114, H217 1.078
76 C -0.987 6.037 1.800  C39 1.527, C62 1.495, H144 1.105, H213 1.079
77 C -1.676 -7.393 -0.632  C25 1.570, H110 1.126, H118 1.146, H243 1.044
78 C -0.456 -5.327 -2.648  C70 1.505, C74 1.561, H150 1.081, H226 1.110
79 C 6.949 2.800 -0.293  N12 1.509, C28 1.559, C43 1.538, C60 1.539
80 C -4.611 0.236 -3.595  C55 1.531, H149 1.070, H158 1.094, H161 1.106
81 C 5.728 -2.566 -1.949  N20 1.455, C35 1.548, C59 1.506, H116 1.095
82 C -4.685 -1.577 2.959  O5 1.375, H178 1.121, H199 1.132, H224 1.063
83 C -2.840 -4.229 -1.090  C84 1.515, H120 1.105, H148 1.103, H231 1.094
84 C -2.917 -4.780 -2.499  N15 1.494, C70 1.550, C83 1.515, C88 1.512
85 C -1.197 -0.309 -5.327  C44 1.567, H98 1.108, H184 1.079, H223 1.070
86 C 3.612 0.942 4.203  C67 1.540, C72 1.543, H167 1.068, H215 1.096
87 C 4.127 2.818 0.616  C54 1.529, C65 1.521, H201 1.098, H220 1.066
88 C -4.091 -4.188 -3.245  C84 1.512, H101 1.116, H216 1.084, H238 1.122
89 C -1.480 0.617 2.731  C29 1.561, H97 1.126, H181 1.105, H242 1.116
90 C 1.812 -2.850 5.066  C24 1.584, H136 1.116, H203 1.073, H247 1.069
91 H 3.501 0.622 -0.584  C46 1.073
92 H 2.515 -0.070 -7.853  C56 1.048
93 H -6.310 2.475 -4.109  O9 0.952
94 H 0.920 -2.055 -8.975  C66 1.132
95 H -1.564 -5.239 4.508  C50 1.107
96 H 3.906 -1.430 -2.150  C59 1.104
97 H -2.092 1.562 2.753  C89 1.126
98 H -1.438 -0.067 -6.381  C85 1.108
99 H -3.062 1.818 8.217  N16 1.017
100 H 2.278 6.007 0.509  C75 1.106
101 H -5.024 -4.138 -2.636  C88 1.116
102 H 3.052 3.864 -1.844  C32 1.081
103 H 3.405 -3.470 -6.516  C27 1.112
104 H 7.713 4.241 -1.863  C60 1.121
105 H -7.544 -0.860 -0.657  C36 1.112
106 H -7.802 -2.319 -1.795  C36 1.099
107 H 8.832 2.189 -1.320  C28 1.088
108 H -3.453 -3.877 4.880  C71 1.088
109 H 0.799 -3.132 1.473  C23 1.081
110 H -0.801 -8.101 -0.608  C77 1.126
111 H -6.460 4.079 6.650  C47 1.107
112 H -0.968 7.665 0.477  C39 1.079
113 H -6.626 2.522 7.493  C47 1.118
114 H 8.285 0.989 -0.071  C28 1.135
115 H -9.491 -0.520 -1.817  C53 1.123
116 H 5.750 -2.922 -2.984  C81 1.095
117 H 3.306 1.066 -5.791  C73 1.090
118 H -1.379 -6.402 -0.140  C77 1.146
119 H 4.992 3.615 2.430  C65 1.075
120 H -2.938 -3.129 -1.113  C83 1.105
121 H 7.429 -0.074 -4.850  C48 1.126
122 H -4.473 -6.099 -1.194  O7 0.944
123 H 0.058 3.492 2.493  C52 1.093
124 H -8.656 -0.870 -3.490  C53 1.133
125 H 0.171 -0.223 5.834  O3 0.951
126 H -1.689 -4.665 -4.313  C70 1.095
127 H 1.199 2.149 4.348  C45 1.063
128 H -8.041 2.758 -1.187  C30 1.137
129 H -1.700 5.314 6.502  C68 1.090
130 H 4.267 -1.505 7.133  C42 1.081
131 H 0.886 5.364 -2.403  C21 1.100
132 H 4.462 0.732 6.873  C63 1.122
133 H -1.631 -2.680 4.536  N11 1.033
134 H 3.855 -0.982 -7.235  C56 1.112
135 H -2.650 -8.422 -3.741  C61 1.085
136 H 2.309 -3.849 5.119  C90 1.116
137 H 0.692 6.802 -1.360  C21 1.068
138 H -0.227 -3.221 0.062  C23 1.057
139 H -1.812 4.427 -2.735  C69 1.085
140 H 5.934 -4.378 -1.050  N20 1.032
141 H 1.958 2.936 5.687  C45 1.077
142 H 6.381 -3.063 -0.110  N20 1.023
143 H -0.891 3.825 5.926  C68 1.087
144 H -1.709 5.225 2.006  C76 1.105
145 H -4.043 4.584 5.863  C40 1.104
146 H -1.513 2.232 8.143  N16 1.006
147 H 1.431 -0.498 1.066  C22 1.113
148 H -1.864 -4.441 -0.624  C83 1.103
149 H -4.106 1.173 -3.710  C80 1.070
150 H -0.307 -5.160 -1.590  C78 1.081
151 H 6.156 -0.629 -1.133  C35 1.093
152 H 7.810 4.625 -0.055  C60 1.093
153 H -1.779 3.285 -1.440  C69 1.045
154 H -1.022 -5.303 2.824  C50 1.112
155 H -2.349 6.381 -1.332  C57 1.081
156 H -2.951 4.151 8.154  C49 1.096
157 H -2.504 7.391 1.119  C39 1.036
158 H -5.165 -0.001 -4.509  C80 1.094
159 H -10.075 1.773 -2.833  C41 1.094
160 H 1.116 1.320 -4.882  C51 1.094
161 H -3.885 -0.580 -3.425  C80 1.106
162 H 0.793 0.904 -6.584  C51 1.099
163 H 7.786 -1.735 -4.167  C48 1.110
164 H 2.565 -2.683 -8.798  C66 1.055
165 H 3.082 -0.319 -4.909  C73 1.072
166 H -0.641 0.879 -0.134  N13 1.069
167 H 4.242 1.803 4.151  C86 1.068
168 H 1.710 -1.424 -3.860  C34 1.081
169 H 0.578 1.410 2.556  C29 1.096
170 H 0.748 4.823 3.463  C52 1.153
171 H 4.469 4.668 -1.326  C32 1.074
172 H 7.333 3.342 1.741  C43 1.052
173 H -9.001 1.473 -0.553  C30 1.066
174 H 3.614 -3.167 -1.535  C59 1.111
175 H -0.657 -2.847 -7.315  O2 0.946
176 H -0.663 4.269 7.594  C68 1.101
177 H -5.604 3.925 8.115  C47 1.076
178 H -4.096 -1.654 2.008  C82 1.121
179 H -0.485 6.431 -2.592  C21 1.083
180 H -3.410 -8.863 -2.336  C61 1.057
181 H -1.356 0.265 3.771  C89 1.105
182 H -0.826 -7.003 -3.980  C74 1.099
183 H -8.804 2.896 -3.291  C41 1.094
184 H -1.366 0.479 -4.608  C85 1.079
185 H 8.995 2.619 0.400  C28 1.138
186 H 4.271 -1.955 -0.542  C59 1.088
187 H -7.202 1.266 -0.499  C30 1.084
188 H -4.455 -4.147 3.394  C71 1.126
189 H -0.954 2.325 0.740  N13 1.011
190 H -1.432 -2.035 3.110  N11 0.992
191 H 0.828 -0.925 2.724  C22 1.102
192 H 6.430 1.852 1.550  C43 1.120
193 H 0.158 -0.994 -3.114  C34 1.128
194 H -3.324 3.030 5.395  C40 1.067
195 H 5.142 4.632 0.992  C65 1.096
196 H 4.537 3.664 -2.798  C32 1.090
197 H 2.996 -2.547 -5.153  C27 1.089
198 H -4.730 1.834 -1.249  C33 1.078
199 H -5.756 -1.895 2.769  C82 1.132
200 H 3.478 2.250 6.742  C63 1.126
201 H 4.023 1.831 1.085  C87 1.098
202 H 7.544 -1.618 -1.583  C35 1.115
203 H 0.895 -2.788 5.621  C90 1.073
204 H 0.776 1.654 5.988  C45 1.086
205 H 1.198 -3.658 -8.298  C66 1.089
206 H -5.403 -1.821 -1.895  C58 1.156
207 H 2.506 -1.765 7.590  C42 1.123
208 H 4.614 -2.363 4.596  C26 1.064
209 H -2.591 -3.627 2.096  C37 1.089
210 H 1.648 3.874 2.361  C52 1.075
211 H -2.667 -5.922 3.375  C50 1.060
212 H 1.997 6.584 2.171  C75 1.114
213 H -0.861 6.640 2.686  C76 1.079
214 H 3.400 -1.744 3.430  C26 1.115
215 H 3.027 0.924 3.276  C86 1.096
216 H -4.282 -4.761 -4.145  C88 1.084
217 H 1.183 7.334 0.814  C75 1.078
218 H 5.194 -0.225 3.391  C67 1.114
219 H 3.446 -3.065 6.967  C42 1.092
220 H 3.204 3.349 0.626  C87 1.066
221 H -1.726 -9.354 -2.332  C61 1.101
222 H -5.583 0.614 -0.281  C33 1.153
223 H -1.865 -1.112 -5.096  C85 1.070
224 H -4.843 -0.532 3.073  C82 1.063
225 H -1.445 -3.403 -3.113  C70 1.125
226 H 0.508 -4.934 -3.034  C78 1.110
227 H 0.716 2.823 -0.045  O10 0.987
228 H 2.758 0.789 7.617  C63 1.090
229 H 8.553 -0.353 -3.431  C48 1.083
230 H 1.813 -3.849 -5.807  C27 1.094
231 H -3.658 -4.564 -0.446  C83 1.094
232 H 3.968 0.912 -2.196  C46 1.106
233 H -9.298 1.530 -4.299  C41 1.050
234 H -0.342 3.531 -2.412  C69 1.108
235 H 0.279 -2.451 -4.157  C34 1.073
236 H 5.233 -0.172 5.226  C67 1.068
237 H 6.275 4.759 -0.973  C60 1.087
238 H -3.811 -3.157 -3.586  C88 1.122
239 H -4.173 0.157 -1.319  C33 1.073
240 H -6.403 -1.591 -3.414  C58 1.114
241 H 0.010 -7.536 -2.516  C74 1.099
242 H -2.149 -0.166 2.301  C89 1.116
243 H -2.537 -7.756 -0.166  C77 1.044
244 H -2.796 5.278 -0.090  C57 1.106
245 H 2.504 1.720 -1.556  C46 1.101
246 H 6.307 1.291 -2.773  O4 0.978
247 H 1.531 -2.768 4.038  C90 1.069
248 H 1.352 -2.437 -0.105  C23 1.122